# C5H15N2O

A gas-phase ion, C5H15N2O (charge +1) (ωB97M-V with the def2-TZVPD basis set, the OMol25 dataset).

XYZ file:
```
23
Properties=species:S:1:pos:R:3:nbo_charge:R:1
C 1.60 0.34 0.86 -0.3954
N 0.25 0.26 0.32 -0.4927
C -0.78 0.92 1.06 -0.2275
C -1.62 -0.08 1.85 -0.2110
N -2.40 -0.98 0.87 -0.6826
C -0.04 -0.01 -1.09 -0.1962
C 1.11 -0.64 -1.86 -0.0796
O 2.06 0.41 -2.06 -0.7240
H 1.96 1.37 0.88 0.1993
H 1.59 -0.11 1.82 0.1925
H 2.29 -0.29 0.31 0.2061
H -1.42 1.45 0.35 0.2027
H -0.35 1.54 1.83 0.2343
H -0.99 -0.75 2.39 0.2309
H -2.39 0.49 2.36 0.2270
H -1.84 -1.19 0.06 0.4429
H -3.26 -0.57 0.52 0.4368
H -2.66 -1.77 1.46 0.4465
H -0.25 0.90 -1.66 0.2084
H -0.89 -0.71 -1.11 0.1209
H 1.54 -1.42 -1.25 0.1766
H 0.78 -0.91 -2.85 0.2024
H 2.93 0.18 -1.74 0.4815
```

Properties
DFT total energy (Eh): -383.960577
Net charge: +1
Structure (SMILES): CN(CC[NH3+])CCO
Multiplicity: 1

# C5H15N2O

A gas-phase ion, C5H15N2O (charge +1) (ωB97M-V with the def2-TZVPD basis set, the OMol25 dataset).

XYZ file:
```
23
Properties=species:S:1:pos:R:3:nbo_charge:R:1
C -0.98 -1.25 -1.88 -0.6084
C 0.41 -1.21 -1.13 -0.0789
N 1.00 -2.58 -1.06 -0.6665
C 0.21 -0.59 0.23 -0.2519
N 0.43 0.85 0.12 -0.6200
C 0.52 1.47 1.45 -0.2501
C -0.15 2.83 1.53 -0.0784
O -1.53 2.67 1.19 -0.7401
H -1.59 -0.50 -1.40 0.2454
H -0.92 -1.12 -2.95 0.2387
H -1.37 -2.26 -1.69 0.2008
H 0.98 -0.57 -1.81 0.2564
H 1.33 -2.91 -1.97 0.4457
H 1.83 -2.55 -0.47 0.4483
H 0.34 -3.30 -0.76 0.4440
H 0.89 -1.01 1.00 0.1975
H -0.74 -0.83 0.75 0.1988
H -0.33 1.26 -0.41 0.3749
H 1.59 1.47 1.66 0.2069
H 0.07 0.89 2.30 0.1739
H -0.09 3.22 2.55 0.1894
H 0.17 3.56 0.80 0.1966
H -2.09 2.46 1.93 0.4770
```

Properties
DFT total energy (Eh): -383.976892
Net charge: +1
Structure (SMILES): C[C@H]([NH3+])CNCCO
Multiplicity: 1

# C5H15N2O

2 unconnected molecules or ions with the total composition C5H15N2O (ωB97M-V with the def2-TZVPD basis set, the OMol25 dataset).

XYZ file:
```
23
Properties=species:S:1:pos:R:3:nbo_charge:R:1
C -0.50 1.40 1.57 -0.0723
O 0.05 0.06 1.55 -0.7572
C -1.30 1.66 0.32 -0.2397
N -1.63 3.07 0.27 -0.8184
H -1.11 1.49 2.47 0.1872
H 0.31 2.13 1.62 0.1961
H 0.87 0.06 2.05 0.5028
H -0.67 1.44 -0.54 0.1734
H -2.18 0.99 0.29 0.1692
H -2.13 3.35 1.10 0.3617
H -2.26 3.26 -0.50 0.3724
C 2.60 -1.59 -0.72 -0.6205
C 1.36 -1.21 -1.54 -0.2348
C -0.80 -2.16 -0.99 0.1081
N 0.14 -1.36 -0.73 -0.3937
H 2.82 -0.85 0.04 0.2208
H 2.48 -2.57 -0.25 0.2262
H 3.44 -1.64 -1.41 0.2512
H 1.41 -0.17 -1.83 0.2341
H 1.26 -1.85 -2.41 0.2197
H -1.66 -2.22 -0.33 0.2290
H -0.72 -2.78 -1.87 0.2154
H 0.06 -0.73 0.12 0.4693
```

Properties
DFT total energy (Eh): -383.991025
Net charge: +1
Multiplicity: 1

# C5H15N2O

2 unconnected molecules or ions with the total composition C5H15N2O (ωB97M-V with the def2-TZVPD basis set, the OMol25 dataset).

XYZ file:
```
23
Properties=species:S:1:pos:R:3:nbo_charge:R:1
C 1.76 1.44 0.48 -0.2597
N 0.31 1.36 0.68 -0.4215
C -0.17 0.24 1.54 -0.2866
C -1.34 -0.35 0.76 0.0556
C -2.56 0.64 0.59 -0.5858
O -0.81 -0.67 -0.45 -0.3084
C 2.48 0.07 0.42 -0.2694
N 1.83 -0.69 -0.62 -0.5806
H 2.15 2.14 1.27 0.2637
H 1.94 1.95 -0.47 0.2341
H -0.01 0.95 -0.26 0.3863
H 0.49 -0.63 1.72 0.2064
H -0.57 0.62 2.49 0.2522
H -1.75 -1.34 1.12 0.2746
H -3.28 0.31 -0.15 0.2540
H -3.04 0.71 1.57 0.2541
H -2.21 1.60 0.20 0.2421
H -2.40 -3.15 -5.56 0.0108
H 2.53 -0.41 1.40 0.2360
H 3.55 0.13 0.15 0.2503
H -2.05 -2.52 -5.42 -0.0106
H 0.82 -0.87 -0.55 0.3968
H 2.32 -1.54 -0.90 0.4055
```

Properties
DFT total energy (Eh): -383.728651
Net charge: +1
Multiplicity: 1